{
  "formula": "C33H35F5N4P2Tc",
  "method": "ωB97M-V/def2-TZVPD",
  "homo_ev": [-12.41, -12.41],
  "homo_lumo_gap_ev": [4.1, 2.9],
  "multiplicity": 4,
  "total_charge": 2,
  "energy_ha": -2759.4382,
  "s_squared": 4.0074,
  "e_lumo_ev": [-8.35, -9.48],
  "elements": ["Tc", "C", "C", "C", "C", "C", "C", "C", "C", "C", "H", "H", "H", "H", "H", "H", "H", "H", "H", "H", "H", "H", "H", "H", "H", "P", "P", "N", "N", "N", "N", "C", "C", "C", "C", "C", "C", "C", "C", "C", "C", "C", "C", "C", "C", "C", "C", "C", "C", "H", "H", "H", "H", "H", "H", "H", "H", "H", "H", "H", "H", "H", "H", "H", "H", "H", "H", "H", "H", "F", "C", "C", "C", "F", "C", "F", "C", "F", "C", "F"],
  "coordinates": [[-0.79299, 1.85019, 1.81293], [1.07543, 3.07039, 2.32723], [0.96725, 2.71817, 0.95920], [1.83819, 1.61923, 0.42095], [1.38518, 0.20545, 0.79817], [0.26187, 0.04043, 1.79583], [0.31152, 0.56941, 3.11882], [1.63267, 1.01549, 3.69397], [2.07012, 2.42029, 3.22472], [-2.34930, 0.78328, 2.64250], [0.89818, 4.11727, 2.57449], [0.77195, 3.56598, 0.30445], [2.89107, 1.75244, 0.71189], [1.86136, 1.70206, -0.67440], [1.02097, -0.25705, -0.13130], [2.26940, -0.38282, 1.09378], [-0.41833, -0.81421, 1.63218], [-0.29980, 0.09867, 3.89237], [2.44251, 0.30663, 3.46540], [1.54044, 1.03768, 4.78952], [2.20808, 3.03877, 4.12131], [3.06976, 2.36588, 2.75943], [-2.63759, 1.20877, 3.61927], [-2.15927, -0.28930, 2.73388], [-3.25480, 0.89717, 2.02174], [-0.94412, -2.25977, -0.07688], [0.49900, 0.57773, -2.50521], [0.13811, -3.40194, 0.70654], [-1.95371, -3.55668, -0.73297], [2.03905, -0.18067, -3.08986], [0.02457, 1.07431, -4.14797], [0.17499, -2.03349, -1.54591], [-0.44680, -1.00142, -2.53054], [-0.02074, -3.67781, 2.07087], [0.70477, -4.81957, 2.37470], [1.31474, -5.27868, 1.16293], [0.94600, -4.40023, 0.15000], [-3.32394, -3.61858, -0.45668], [-3.87292, -4.71331, -1.10810], [-2.80045, -5.36180, -1.80177], [-1.63675, -4.64117, -1.55145], [3.19347, 0.59832, -2.91259], [4.30548, -0.17400, -3.17853], [3.85100, -1.50075, -3.43179], [2.45284, -1.46918, -3.46069], [0.81629, 1.24418, -5.28960], [-0.01481, 1.35982, -6.39925], [-1.37215, 1.30186, -5.93609], [-1.31775, 1.14014, -4.55466], [0.37497, -2.98326, -2.06558], [1.14732, -1.70675, -1.12627], [-0.51441, -1.41304, -3.55960], [-1.47588, -0.71302, -2.23031], [-0.60403, -3.01153, 2.69350], [0.82031, -5.27250, 3.35613], [1.96584, -6.13312, 1.02558], [1.24014, -4.35870, -0.89013], [-3.76351, -2.85203, 0.15076], [-4.91238, -5.00998, -1.10353], [-2.88673, -6.23049, -2.42967], [-0.63440, -4.81028, -1.90530], [3.13426, 1.61400, -2.55741], [5.32301, 0.18650, -3.19298], [4.45925, -2.38880, -3.52993], [1.74956, -2.26064, -3.69938], [1.89339, 1.21669, -5.22419], [0.28498, 1.46801, -7.42781], [-2.26589, 1.37622, -6.54308], [-2.10100, 1.02645, -3.81975], [-3.04719, 3.96068, 1.00110], [-2.47166, 4.33151, 2.17495], [-1.73357, 3.42012, 2.92301], [-1.41573, 3.77586, 4.24157], [-0.84039, 2.87902, 5.08854], [-1.62850, 5.06901, 4.72184], [-1.28278, 5.41426, 5.97533], [-2.15143, 6.02955, 3.86283], [-2.20733, 7.32544, 4.23104], [-2.62518, 5.64732, 2.60917], [-3.19105, 6.55592, 1.78679]]
}

{
  "formula": "C33H35N2O3TeTi",
  "method": "ωB97M-V/def2-TZVPD",
  "homo_ev": [-2.30, -4.41],
  "homo_lumo_gap_ev": [4.9, 7.0],
  "multiplicity": 3,
  "total_charge": -1,
  "energy_ha": -2731.3567,
  "s_squared": 2.0478,
  "e_lumo_ev": [2.57, 2.55],
  "elements": ["Ti", "C", "O", "C", "C", "C", "C", "C", "C", "N", "N", "C", "O", "C", "C", "C", "C", "C", "C", "C", "O", "H", "H", "H", "H", "H", "H", "H", "H", "H", "H", "H", "H", "C", "C", "C", "C", "C", "C", "C", "C", "C", "H", "H", "H", "H", "H", "H", "H", "H", "H", "H", "H", "H", "C", "C", "C", "C", "C", "C", "Te", "C", "C", "C", "H", "H", "H", "H", "H", "H", "H", "H", "H", "H", "H"],
  "coordinates": [[1.02194, 0.72950, -0.11549], [2.54032, -3.16934, 0.89278], [1.48362, -3.86969, 0.22671], [0.92612, -3.36850, -0.92007], [0.39629, -4.31872, -1.78816], [-0.20664, -3.91561, -2.98270], [-0.27436, -2.58025, -3.31702], [0.24436, -1.58295, -2.45732], [0.15026, -0.20700, -2.84447], [0.53334, 0.83162, -2.07035], [0.45332, 2.10430, -2.59260], [0.57635, 2.97706, -1.64298], [0.65039, 2.59432, -0.36952], [0.66542, 4.42061, -1.95625], [0.66590, 4.88940, -3.26957], [0.75615, 6.24949, -3.52718], [0.85304, 7.16150, -2.48033], [0.85753, 6.69910, -1.17384], [0.76367, 5.33539, -0.91360], [0.83605, -2.01155, -1.23308], [1.28648, -1.06976, -0.38950], [2.91432, -3.86276, 1.64374], [2.20218, -2.25415, 1.36632], [3.34423, -2.92367, 0.19601], [0.47541, -5.36119, -1.50700], [-0.61692, -4.66068, -3.65406], [-0.72950, -2.26884, -4.25049], [-0.24392, 0.03369, -3.82626], [0.59676, 4.17201, -4.07708], [0.75736, 6.60187, -4.55188], [0.93139, 8.22222, -2.68433], [0.94120, 7.39758, -0.35030], [0.77697, 4.96515, 0.10253], [-2.35093, -3.18818, 0.06602], [-1.81937, -1.87088, 0.55775], [-1.00594, -1.80909, 1.69473], [-0.47975, -0.62000, 2.14973], [0.37214, -0.59125, 3.38515], [-0.75473, 0.57042, 1.42591], [-1.66705, 0.54581, 0.35186], [-2.18559, 1.81924, -0.25662], [-2.15078, -0.69506, -0.07941], [-3.43821, -3.23738, 0.16851], [-1.91488, -4.01828, 0.62244], [-2.10365, -3.33389, -0.98685], [-0.76044, -2.72842, 2.21687], [-0.02916, 0.11170, 4.12020], [1.38851, -0.25830, 3.15949], [0.41785, -1.58026, 3.84143], [-0.54837, 1.51913, 1.91289], [-3.27197, 1.86879, -0.14894], [-1.94877, 1.86516, -1.32211], [-1.74669, 2.69430, 0.21514], [-2.83094, -0.72303, -0.92585], [8.25394, -2.33807, 0.12676], [7.03049, -1.50021, 0.39805], [6.63284, -1.19609, 1.68924], [5.52907, -0.38001, 1.94866], [5.16317, -0.10984, 3.38577], [4.79370, 0.15772, 0.88088], [3.25121, 1.56546, 1.28706], [5.15799, -0.17369, -0.43647], [4.40628, 0.30644, -1.64943], [6.27032, -0.98766, -0.64493], [8.58730, -2.85838, 1.02605], [9.08700, -1.72374, -0.22466], [8.06059, -3.08933, -0.64160], [7.18932, -1.60318, 2.52937], [5.77334, -0.71969, 4.05496], [4.10894, -0.32372, 3.57163], [5.30667, 0.94168, 3.64595], [3.35172, 0.04190, -1.60042], [4.81873, -0.14742, -2.55156], [4.45265, 1.39273, -1.74662], [6.54513, -1.22982, -1.66802]]
}